No. 1
This record from the Open Molecules 2025 dataset describes a 16-piece molecular cluster, C38H89Cl4N2O28 overall at a distorted geometry. The level of theory is the ωB97M-V functional and the def2-TZVPD basis.

Cartesian coordinates (Å):
C 0.961 0.621 2.038
C 1.561 0.483 0.646
N 0.640 -0.343 -0.153
C -0.345 0.103 -1.006
C -0.889 -0.905 -1.675
N -0.333 -2.077 -1.238
C 0.624 -1.697 -0.289
C -0.654 -3.418 -1.759
H 0.049 1.216 2.078
H 1.642 1.156 2.701
H 0.750 -0.321 2.545
H 2.470 -0.119 0.661
H 1.656 1.427 0.109
H -0.439 1.178 -1.033
H -1.712 -0.934 -2.374
H 1.353 -2.326 0.200
H -1.738 -3.513 -1.703
H -0.256 -4.214 -1.130
H -0.212 -3.599 -2.740
C 2.075 2.109 -6.284
C 1.831 3.368 -5.869
C 2.759 3.994 -4.847
O 2.384 5.009 -4.108
C 3.983 3.460 -4.514
C 4.327 2.129 -4.952
C 3.256 1.350 -5.830
O 3.383 0.165 -6.167
O 5.375 1.548 -4.554
O 0.841 3.957 -6.470
H 1.368 1.679 -6.977
H 4.606 4.062 -3.869
C 8.584 3.498 4.341
C 9.815 4.384 4.564
O 9.646 5.737 4.530
O 8.199 3.459 3.012
H 7.750 3.763 4.991
H 8.858 2.464 4.550
H 10.544 4.052 3.824
H 10.196 4.266 5.578
H 9.708 6.006 3.611
H 7.778 4.304 2.834
C -7.535 -3.788 -9.261
C -6.708 -4.464 -8.122
O -5.821 -3.517 -7.577
O -6.741 -3.504 -10.397
H -7.878 -2.812 -8.916
H -8.442 -4.278 -9.614
H -6.230 -5.382 -8.465
H -7.368 -4.742 -7.300
H -5.046 -3.352 -8.120
H -6.160 -2.792 -10.119
C 0.602 -3.896 -11.413
C 0.050 -4.641 -10.162
O -0.407 -3.664 -9.198
O -0.396 -3.019 -11.965
H 0.896 -4.656 -12.138
H 1.469 -3.277 -11.184
H 0.895 -5.185 -9.739
H -0.779 -5.295 -10.431
H 0.453 -3.331 -8.930
H -0.570 -2.333 -11.316
C -2.781 -5.361 4.357
C -2.218 -6.694 3.857
O -0.899 -6.512 3.442
O -2.232 -4.985 5.569
H -3.862 -5.422 4.488
H -2.705 -4.559 3.623
H -2.806 -7.117 3.042
H -2.197 -7.419 4.670
H -0.580 -5.880 4.090
H -2.512 -5.615 6.237
C 7.793 8.608 -0.292
C 6.528 8.572 0.546
O 5.985 7.284 0.643
O 8.818 7.770 0.178
H 8.205 9.615 -0.347
H 7.551 8.265 -1.299
H 5.776 9.213 0.086
H 6.775 8.776 1.588
H 5.490 7.177 -0.172
H 8.903 7.026 -0.424
C 4.087 -10.299 -2.642
C 4.262 -11.752 -3.105
O 2.990 -12.188 -3.626
O 3.568 -9.485 -3.615
H 5.054 -9.941 -2.288
H 3.439 -10.294 -1.766
H 4.604 -12.440 -2.332
H 5.002 -11.805 -3.904
H 3.106 -13.139 -3.691
H 3.010 -10.025 -4.180
C -0.359 8.120 3.744
C 0.218 7.708 5.121
O 1.608 7.438 4.944
O -0.300 7.076 2.766
H -0.030 9.068 3.320
H -1.435 8.278 3.814
H -0.411 6.988 5.644
H 0.169 8.605 5.738
H 1.663 7.102 4.047
H -0.234 7.513 1.913
C -5.299 -0.356 8.773
C -4.164 0.659 8.514
O -3.532 1.014 9.754
O -6.407 0.173 9.470
H -4.963 -1.236 9.322
H -5.754 -0.777 7.876
H -4.563 1.575 8.079
H -3.434 0.234 7.825
H -4.212 1.406 10.306
H -6.259 0.107 10.416
C -3.956 8.194 -3.450
C -4.086 8.790 -4.838
O -2.791 9.073 -5.346
O -3.180 7.041 -3.432
H -4.977 7.983 -3.132
H -3.545 8.990 -2.829
H -4.717 9.675 -4.924
H -4.441 8.011 -5.512
H -2.447 8.264 -5.732
H -2.369 7.230 -3.911
C 4.818 -5.834 6.391
C 5.514 -7.084 5.967
O 6.896 -6.750 5.666
O 4.400 -5.058 5.277
H 5.380 -5.240 7.112
H 3.983 -6.148 7.016
H 4.981 -7.467 5.096
H 5.598 -7.889 6.696
H 6.998 -6.590 4.725
H 5.137 -4.873 4.689
C -8.436 1.494 -5.754
C -7.315 2.423 -5.348
O -6.108 1.983 -5.939
O -8.275 0.241 -5.166
H -8.461 1.422 -6.842
H -9.373 1.976 -5.477
H -7.093 2.397 -4.281
H -7.496 3.461 -5.625
H -5.413 2.549 -5.596
H -7.473 -0.113 -5.556
C 2.848 -0.733 10.079
C 2.005 -1.855 10.650
O 0.990 -1.402 11.588
O 3.792 -0.342 11.061
H 2.265 0.073 9.633
H 3.451 -1.181 9.289
H 2.592 -2.562 11.235
H 1.435 -2.343 9.859
H 0.565 -0.704 11.083
H 3.478 0.285 11.716
C -9.272 -2.994 0.004
Cl -9.786 -3.889 1.495
Cl -7.657 -3.484 -0.418
H -9.911 -3.130 -0.869
H -9.260 -1.923 0.201
C -5.135 3.379 2.186
Cl -5.249 1.648 2.275
Cl -6.576 3.846 1.152
H -5.232 3.865 3.157
H -4.232 3.678 1.654

Output
HOMO-LUMO gap	2.18	eV
net charge	-1

Atom charges from the Löwdin analysis, given in e for atoms 1 to 5: number 1, C, carries -0.069; number 2, C, carries -0.125; number 3, N, carries -0.050; number 4, C, carries -0.009; number 5, C, carries -0.020


No. 2
This record from the Open Molecules 2025 dataset describes C38H92Cl6N9O39P3S9 as an isolated structure at a distorted geometry. The level of theory is the ωB97M-V functional and the def2-TZVPD basis.

Cartesian coordinates (Å):
O 19.595 11.106 17.769
P 20.625 10.799 16.762
N 19.846 10.183 15.329
C 18.508 9.659 15.592
C 20.591 9.480 14.278
N 21.683 9.657 17.302
C 22.850 9.297 16.500
C 21.205 8.596 18.165
N 21.500 12.014 16.211
C 20.849 13.069 15.394
C 22.703 12.437 16.866
H 17.947 9.903 14.675
H 18.014 10.137 16.421
H 18.604 8.611 15.705
H 20.006 9.372 13.387
H 20.941 8.485 14.486
H 21.511 10.027 13.998
H 22.732 9.861 15.588
H 23.702 9.607 17.080
H 22.977 8.191 16.281
H 20.921 8.985 19.139
H 20.448 7.931 17.827
H 22.094 8.021 18.377
H 20.675 13.950 16.064
H 21.403 13.411 14.530
H 19.886 12.694 15.103
H 23.113 11.722 17.554
H 22.480 13.269 17.456
H 23.423 12.801 16.168
O 15.822 12.421 13.878
P 16.581 13.681 13.689
N 15.576 14.926 13.220
C 14.768 14.780 12.013
C 14.674 15.403 14.274
N 17.706 13.575 12.438
C 18.170 14.723 11.769
C 18.644 12.454 12.566
N 17.244 14.152 15.102
C 16.920 13.512 16.356
C 17.726 15.531 15.226
H 13.792 14.304 12.284
H 15.286 14.160 11.288
H 14.598 15.678 11.502
H 15.255 15.973 15.035
H 14.147 14.611 14.849
H 13.876 16.010 13.838
H 18.081 14.599 10.698
H 17.671 15.669 11.997
H 19.194 14.955 12.017
H 18.893 12.233 11.565
H 19.504 12.618 13.213
H 18.081 11.575 12.873
H 16.445 12.582 16.136
H 17.772 13.359 17.003
H 16.192 14.211 16.835
H 18.759 15.539 15.562
H 17.059 16.097 15.894
H 17.727 16.088 14.289
O 12.420 20.760 17.963
P 12.590 20.323 16.569
N 13.230 21.671 15.840
C 13.079 22.997 16.437
C 13.627 21.779 14.453
N 11.174 19.729 15.943
C 10.914 19.509 14.497
C 10.075 19.569 16.815
N 13.669 19.134 16.144
C 15.123 19.370 16.205
C 13.290 17.841 16.634
H 13.953 23.605 16.182
H 12.933 22.853 17.479
H 12.191 23.513 16.175
H 14.542 22.344 14.361
H 12.852 22.042 13.820
H 13.862 20.816 14.050
H 10.082 20.180 14.259
H 11.714 19.982 13.902
H 10.506 18.535 14.249
H 9.727 18.551 16.821
H 10.417 19.958 17.769
H 9.240 20.212 16.485
H 15.343 20.451 16.076
H 15.606 19.013 17.152
H 15.675 18.846 15.384
H 13.154 17.829 17.746
H 14.074 17.102 16.364
H 12.356 17.548 16.104
C 13.763 10.649 15.415
C 13.029 11.999 15.418
O 13.674 12.645 16.521
S 13.662 11.536 17.667
O 12.333 11.418 18.164
O 14.667 11.793 18.624
O 14.130 10.358 16.766
H 14.710 10.783 14.874
H 13.205 9.766 15.028
H 11.977 11.874 15.688
H 13.092 12.651 14.550
C 17.295 9.833 19.736
C 17.544 11.386 19.986
O 17.600 11.496 21.462
S 16.915 10.200 22.131
O 15.837 10.726 22.938
O 18.012 9.435 22.580
O 16.279 9.530 20.786
H 18.229 9.363 20.100
H 16.973 9.546 18.752
H 16.751 12.036 19.487
H 18.547 11.519 19.670
C 9.931 13.571 17.868
C 10.957 14.522 18.348
O 10.579 15.802 17.758
S 10.278 15.404 16.266
O 11.545 15.154 15.607
O 9.364 16.300 15.705
O 9.592 14.036 16.521
H 8.972 13.664 18.374
H 10.320 12.574 17.840
H 12.018 14.244 18.084
H 10.940 14.720 19.416
C 13.407 14.462 8.008
C 12.211 14.775 8.855
O 12.181 16.195 8.772
S 12.560 16.691 7.280
O 13.537 17.706 7.324
O 11.373 16.832 6.499
O 13.310 15.326 6.898
H 13.644 13.477 7.696
H 14.250 14.746 8.659
H 12.369 14.537 9.902
H 11.274 14.272 8.580
C 15.787 14.021 22.336
C 15.389 15.451 22.534
O 15.326 16.016 21.241
S 15.395 14.898 20.110
O 16.686 14.880 19.496
O 14.261 15.060 19.317
O 15.206 13.671 21.046
H 15.289 13.354 23.021
H 16.869 13.803 22.379
H 16.033 16.010 23.109
H 14.373 15.458 22.919
C 15.260 19.461 9.116
C 14.108 20.330 9.572
O 14.185 20.368 10.977
S 14.585 18.910 11.495
O 13.426 18.096 11.711
O 15.577 19.018 12.465
O 15.250 18.433 10.119
H 16.152 20.076 9.103
H 14.977 19.003 8.120
H 13.242 19.761 9.227
H 14.084 21.394 9.224
C 19.650 14.200 19.871
C 20.832 13.495 20.499
O 21.909 14.392 20.163
S 21.435 15.787 19.615
O 21.536 15.847 18.179
O 22.056 16.801 20.385
O 19.925 15.640 19.990
H 18.653 14.030 20.317
H 19.597 13.966 18.802
H 21.062 12.600 19.908
H 20.769 13.393 21.558
C 10.651 16.215 12.460
C 9.267 15.740 11.932
O 9.146 14.373 12.508
S 10.548 13.714 12.440
O 10.793 12.950 11.253
O 10.825 13.111 13.676
O 11.453 15.077 12.258
H 10.572 16.459 13.546
H 11.036 17.072 11.904
H 9.228 15.723 10.882
H 8.467 16.355 12.256
C 23.840 17.349 14.826
C 22.581 17.032 13.992
O 23.088 16.471 12.757
S 24.565 15.864 12.981
O 25.368 16.148 11.854
O 24.328 14.550 13.541
O 24.986 16.837 14.144
H 23.791 17.054 15.876
H 24.037 18.445 14.786
H 22.067 17.993 13.684
H 21.866 16.366 14.570
C 23.082 12.825 10.305
Cl 21.781 13.265 11.358
Cl 22.670 13.169 8.630
Cl 23.308 11.102 10.453
H 24.008 13.422 10.600
C 14.690 10.034 12.251
Cl 14.392 8.315 12.683
Cl 13.199 10.717 11.674
Cl 15.881 10.403 11.036
H 15.149 10.503 13.139

Output
HOMO-LUMO gap	8.55	eV
net charge	0

Atom charges from the Löwdin analysis, given in e for atoms 1 to 5: number 1, O, carries -0.273; number 2, P, carries 0.505; number 3, N, carries -0.270; number 4, C, carries -0.103; number 5, C, carries -0.112